Here is a molecular structure, C34H31BaN7O4S2Se from the Open Molecules 2025 dataset. Energies are from ωB97M-V/def2-TZVPD.

```
80
Properties=species:S:1:pos:R:3:forces:R:3
Ba -1.086 -0.485 -0.519 -0.10 -0.02 0.08
C -2.848 1.910 2.590 0.00 0.00 0.01
C -2.030 2.656 1.601 -0.02 0.02 -0.01
N -1.307 2.121 0.641 0.03 -0.01 -0.03
C -0.760 3.157 -0.067 0.02 -0.04 0.02
C -1.141 4.351 0.492 -0.02 0.01 -0.05
N -1.953 4.005 1.542 0.03 -0.02 0.03
C -0.862 5.781 0.239 0.00 0.00 0.01
O -0.059 6.061 -0.759 -0.02 0.00 -0.02
O -1.364 6.630 0.954 0.00 0.00 0.00
C 0.129 2.898 -1.243 -0.05 0.07 0.05
O 0.670 3.879 -1.798 0.00 -0.03 -0.01
O 0.278 1.690 -1.575 0.07 0.04 0.01
H -2.258 1.114 3.047 0.00 0.00 0.00
H -3.693 1.444 2.079 0.00 0.00 0.00
H -3.217 2.577 3.370 0.00 0.00 0.00
H -2.404 4.680 2.137 0.01 0.01 0.00
H 0.258 5.193 -1.223 0.03 0.01 0.03
C 2.878 -3.445 3.188 0.00 0.00 0.00
C 3.028 -2.880 1.774 0.00 0.00 0.00
C 3.516 -1.453 1.747 0.01 -0.02 -0.02
C 4.881 -1.186 1.744 0.01 0.00 0.01
C 5.355 0.114 1.689 0.00 0.00 0.00
C 4.453 1.163 1.609 0.00 0.00 0.02
C 3.083 0.934 1.606 0.00 0.00 0.01
C 2.112 2.074 1.458 0.00 0.00 0.00
C 1.574 2.618 2.782 0.00 0.00 -0.01
C 2.615 -0.382 1.707 0.00 -0.01 -0.03
N 1.223 -0.640 1.698 -0.08 -0.05 -0.05
C 0.663 -0.768 2.850 0.01 0.06 0.02
C -0.708 -1.084 3.086 0.02 0.05 -0.01
C -1.327 -1.213 4.340 0.00 -0.08 0.00
C -2.654 -1.560 4.074 0.00 0.05 0.00
C -2.766 -1.606 2.675 0.02 0.02 0.04
N -1.601 -1.322 2.076 -0.03 -0.07 -0.06
H 2.587 -4.498 3.160 0.00 0.00 0.00
H 2.113 -2.904 3.746 0.00 0.01 0.00
H 3.818 -3.363 3.738 0.00 0.00 0.00
H 2.066 -2.942 1.261 0.00 0.00 0.00
H 3.736 -3.498 1.215 0.00 0.00 0.00
H 5.578 -2.018 1.762 0.00 0.00 0.00
H 6.421 0.306 1.668 0.00 0.00 0.00
H 4.811 2.183 1.517 0.00 0.00 0.00
H 1.271 1.730 0.858 0.00 0.00 0.00
H 2.595 2.881 0.901 0.00 0.00 0.00
H 1.012 1.853 3.320 0.00 0.00 0.01
H 0.905 3.462 2.604 0.00 0.00 0.00
H 2.389 2.956 3.428 0.00 0.00 0.00
H 1.266 -0.626 3.758 0.00 -0.01 0.00
H -0.853 -1.078 5.303 0.00 -0.01 0.00
H -3.442 -1.746 4.789 0.00 0.01 0.00
H -3.648 -1.798 2.080 0.00 0.00 0.00
S -2.825 -1.721 -2.823 0.07 0.03 0.00
C -4.496 -1.162 -2.791 -0.01 0.01 0.01
C -5.337 -1.560 -3.837 0.00 0.00 0.00
C -6.664 -1.168 -3.917 0.00 -0.01 0.00
C -7.185 -0.350 -2.921 0.00 0.00 0.00
C -6.371 0.052 -1.875 -0.01 0.00 0.00
C -5.024 -0.329 -1.772 0.01 -0.02 -0.01
S -4.096 0.246 -0.400 0.02 0.04 0.01
H -4.913 -2.197 -4.605 0.00 0.00 0.00
H -7.280 -1.495 -4.748 0.00 0.00 0.00
H -8.220 -0.025 -2.957 0.00 0.00 0.00
H -6.768 0.690 -1.095 0.00 0.00 0.00
N 2.775 0.755 -1.880 0.02 -0.06 0.02
C 3.796 0.207 -1.797 0.01 0.04 -0.06
H 1.829 1.189 -1.886 -0.03 0.01 -0.02
Se -0.550 -0.420 -4.414 -0.02 -0.05 -0.05
N 0.381 -1.169 -3.117 -0.12 -0.05 -0.03
C 1.291 -1.953 -3.701 0.07 0.02 0.06
C 2.240 -2.746 -2.998 0.01 0.03 0.00
C 3.106 -3.518 -3.706 0.01 0.00 -0.02
C 3.083 -3.546 -5.131 0.00 -0.01 0.02
C 2.195 -2.793 -5.837 0.00 0.02 0.00
C 1.280 -1.963 -5.133 0.00 0.00 0.01
N 0.382 -1.154 -5.708 0.04 0.02 0.03
H 2.269 -2.701 -1.917 0.00 0.00 0.00
H 3.841 -4.117 -3.181 0.00 0.00 0.00
H 3.793 -4.174 -5.655 0.00 0.00 0.00
H 2.171 -2.800 -6.919 0.00 0.00 0.00
```
Positions in Å, forces in eV/Å.

Results
highest occupied orbital energy: -1.5 eV
total charge: -2
electronic energy: -5222.0677 a.u.

Mulliken population analysis, charges in e, atoms 1 to 8:
1. Ba 0.925
2. C -0.782
3. C -0.192
4. N 0.695
5. C 0.694
6. C -0.389
7. N 0.041
8. C 0.534

=====

Here is a molecular structure, C34H31BrEuN7O11S3 in a non-equilibrium geometry from the Open Molecules 2025 dataset. Energies are from ωB97M-V/def2-TZVPD.

```
88
Properties=species:S:1:pos:R:3:forces:R:3
Eu 12.714 10.876 14.681 0.65 -0.91 1.49
O 10.379 10.158 15.381 0.31 0.03 -0.37
C 9.728 8.965 14.910 -2.23 1.04 1.24
C 9.554 8.933 13.395 1.34 0.98 -0.58
N 10.879 8.891 12.663 -0.53 0.09 0.86
C 11.039 9.769 11.463 0.15 -1.46 1.63
C 11.362 11.241 11.751 -0.78 1.69 -1.05
O 11.329 11.995 10.728 0.24 -1.06 1.74
O 11.507 11.626 12.969 -0.02 -0.09 -1.57
C 11.633 7.592 12.697 -0.83 2.43 0.28
C 12.882 7.646 13.608 -0.94 0.15 -0.05
O 13.705 6.777 13.399 0.60 -0.20 0.29
O 12.891 8.583 14.488 0.30 0.15 -0.33
H 10.112 10.407 16.309 0.06 -0.29 -0.91
H 10.273 8.150 15.293 0.71 -1.30 0.25
H 8.683 8.963 15.437 1.54 -0.21 -1.13
H 8.865 8.124 13.083 0.33 -0.02 0.24
H 9.030 9.884 13.186 0.40 -0.28 -0.37
H 11.911 9.358 10.867 -1.43 0.44 0.18
H 10.032 9.763 11.025 0.57 0.15 -1.03
H 10.964 6.787 13.032 0.29 -0.01 -0.40
H 12.011 7.515 11.691 0.04 -0.98 -0.36
Br 18.647 9.379 18.706 -0.11 0.07 -0.13
C 16.987 9.704 17.779 0.20 0.14 -0.04
C 16.460 10.999 17.774 -0.48 -1.31 0.43
C 15.224 11.159 17.170 0.30 -1.04 -0.10
C 14.535 10.113 16.560 -1.35 0.40 -1.08
C 15.076 8.832 16.636 0.38 0.15 -0.89
C 16.347 8.628 17.175 -0.33 -0.12 0.33
H 16.835 11.777 18.400 0.70 0.41 0.07
H 14.748 12.099 17.222 -0.34 1.26 0.00
H 14.558 8.018 16.105 0.36 0.27 0.43
H 16.764 7.624 17.137 0.23 0.28 0.22
O 11.035 12.490 19.367 -0.87 -0.75 0.59
S 10.533 12.362 18.033 3.08 0.70 -1.80
O 9.640 11.337 17.557 -1.09 -0.48 1.35
N 11.822 12.284 16.967 -0.64 1.17 0.13
C 11.922 13.445 16.280 1.80 -2.06 -2.46
O 12.681 13.504 15.230 -1.45 0.04 2.44
C 10.883 14.433 16.617 -1.55 2.70 -0.26
C 10.560 15.696 16.020 0.31 -1.11 -1.31
C 9.270 16.236 16.101 1.01 -0.65 1.72
C 8.340 15.595 16.943 -0.38 -0.13 0.21
C 8.656 14.437 17.694 1.16 1.60 -1.06
C 9.960 13.937 17.514 -1.46 -0.27 -0.20
H 11.225 16.123 15.256 0.04 -0.20 0.60
H 9.099 17.234 15.702 -0.28 -0.48 -0.28
H 7.328 16.023 16.987 0.43 -0.28 0.21
H 7.953 14.034 18.400 -0.09 -0.33 -0.02
O 19.603 8.928 8.993 0.72 1.04 0.82
S 20.538 10.048 8.786 -2.59 -0.37 -0.15
O 21.124 9.877 7.488 1.45 0.86 -0.70
O 21.308 10.521 9.922 1.22 -0.88 0.23
C 19.530 11.602 8.872 -1.02 -1.45 -1.05
N 19.767 12.726 8.200 0.19 0.56 1.20
C 19.055 13.794 8.648 -0.46 -2.53 0.23
C 17.982 13.618 9.510 -0.35 1.30 1.03
C 17.756 12.363 10.112 0.81 0.68 -1.69
N 18.542 11.355 9.744 -0.05 1.10 0.56
C 16.650 12.035 11.038 -0.36 0.22 -0.28
C 15.609 12.909 11.409 1.16 -0.50 -0.15
C 14.611 12.427 12.243 1.16 1.17 -0.73
N 14.613 11.188 12.653 -1.15 -0.78 0.63
C 15.553 10.351 12.200 -1.28 -1.81 1.10
C 16.619 10.700 11.437 0.60 0.19 -0.04
H 19.379 14.740 8.305 -0.05 0.93 -0.53
H 17.383 14.502 9.810 0.44 -0.64 -0.20
H 15.633 13.951 11.131 -0.18 0.02 -0.16
H 13.854 13.107 12.563 -0.69 0.25 0.35
H 15.297 9.318 12.479 0.80 0.26 0.01
H 17.455 10.026 11.166 -0.90 0.38 0.04
C 9.183 13.377 8.397 0.22 0.22 1.08
C 9.551 14.693 9.052 1.10 -0.38 -0.26
C 8.840 15.843 8.836 -0.32 0.35 -0.01
C 9.124 16.960 9.635 2.39 -0.50 0.48
N 10.282 17.069 10.295 -2.29 0.11 -0.20
C 11.013 15.963 10.466 1.92 -0.04 0.86
S 12.375 16.044 11.469 -0.42 -0.46 -0.60
N 10.643 14.769 9.869 -0.72 0.12 0.02
C 8.172 18.054 9.831 0.36 0.78 -0.73
H 9.332 13.442 7.338 -0.04 0.20 -0.74
H 8.108 13.238 8.605 0.57 -0.38 -0.15
H 9.826 12.553 8.751 -0.53 0.32 0.18
H 8.125 16.005 8.042 -0.42 -0.74 0.20
H 11.212 13.958 10.168 -0.59 -0.16 -0.15
H 7.478 18.094 9.002 -0.70 -0.05 0.26
H 8.726 18.977 9.824 0.26 0.47 0.06
H 7.769 17.971 10.830 -0.63 -0.14 0.04
```
Positions in Å, forces in eV/Å.

Results
highest occupied orbital energy (alpha / beta): -3.2 / -3.3 eV
total charge: -2
electronic energy: -7004.2236 a.u.
multiplicity: 7

Mulliken population analysis, charges in e, atoms 1 to 8:
1. Eu 0.992
2. O 0.035
3. C -0.457
4. C -1.050
5. N 0.609
6. C -0.818
7. C 0.473
8. O -0.826

=====

Here is a molecular structure, C34H31CdN4O7P2 from the Open Molecules 2025 dataset. Energies are from ωB97M-V/def2-TZVPD.

```
79
Properties=species:S:1:pos:R:3:forces:R:3
Cd -0.205 0.604 0.541 -0.11 0.13 0.04
N -2.597 -0.506 -1.258 0.18 0.11 0.23
P -1.942 -1.371 0.095 0.00 0.43 -0.20
C -3.390 -2.217 0.733 -0.11 -0.11 0.11
C -3.717 -3.510 0.330 -0.07 -0.03 0.08
C -4.881 -4.103 0.800 0.02 0.01 0.00
C -5.715 -3.409 1.668 0.00 0.01 0.02
C -5.387 -2.123 2.082 0.07 -0.02 -0.04
C -4.221 -1.529 1.621 -0.08 -0.08 0.02
C -0.845 -2.587 -0.643 0.02 -0.12 -0.14
C 0.210 -3.056 0.140 0.03 -0.05 -0.01
C 1.109 -3.973 -0.385 -0.05 0.05 -0.03
C 0.970 -4.398 -1.700 -0.03 0.02 -0.04
C -0.067 -3.914 -2.492 0.01 0.04 0.07
C -0.978 -3.008 -1.966 0.02 -0.03 -0.05
P -1.613 0.842 -1.671 0.04 -0.24 0.18
C -2.760 2.099 -2.250 -0.06 0.11 -0.01
C -2.334 3.426 -2.196 -0.03 0.04 0.01
C -3.146 4.437 -2.688 -0.02 -0.04 0.01
C -4.390 4.129 -3.222 0.02 -0.02 0.02
C -4.822 2.810 -3.269 0.04 -0.02 0.02
C -4.010 1.792 -2.788 -0.03 0.09 -0.07
C -0.636 0.326 -3.089 -0.09 -0.09 -0.15
C 0.744 0.487 -3.043 0.03 -0.05 -0.07
C 1.526 0.086 -4.123 -0.07 -0.01 0.05
C 0.924 -0.484 -5.232 -0.05 -0.03 -0.02
C -0.460 -0.655 -5.277 0.08 0.03 0.02
C -1.240 -0.248 -4.211 0.04 0.02 -0.07
H -3.592 -0.333 -1.178 -0.03 -0.09 -0.14
H -3.063 -4.058 -0.336 0.00 0.02 -0.02
H -5.136 -5.109 0.491 0.01 0.05 0.02
H -6.619 -3.879 2.036 0.04 0.03 -0.02
H -6.032 -1.591 2.771 0.03 -0.02 -0.03
H -3.952 -0.534 1.961 0.01 0.00 -0.03
H 0.337 -2.699 1.158 -0.02 0.00 0.00
H 1.926 -4.340 0.224 -0.03 0.01 -0.02
H 1.683 -5.099 -2.116 -0.03 0.02 0.01
H -0.160 -4.236 -3.522 0.01 0.01 0.05
H -1.774 -2.604 -2.584 0.09 -0.09 0.09
H -1.369 3.673 -1.768 -0.03 -0.04 -0.01
H -2.810 5.466 -2.647 -0.01 -0.05 0.00
H -5.025 4.919 -3.602 0.02 -0.03 0.01
H -5.791 2.571 -3.688 0.02 0.00 0.01
H -4.354 0.766 -2.859 0.02 0.03 0.01
H 1.220 0.898 -2.162 0.02 0.03 0.01
H 2.601 0.210 -4.086 -0.05 -0.01 0.00
H 1.533 -0.806 -6.068 -0.03 0.02 0.02
H -0.924 -1.100 -6.149 0.02 0.01 0.03
H -2.316 -0.384 -4.246 0.03 0.03 0.01
C 1.682 3.426 4.562 -0.26 -0.15 -0.01
N 0.604 3.001 3.651 0.11 0.12 0.08
C -0.657 2.514 4.203 0.23 0.05 0.05
C 0.827 3.015 2.353 -0.01 -0.16 -0.10
O 0.022 2.657 1.472 -0.14 0.00 0.05
H 1.336 3.283 5.581 0.03 0.00 0.04
H 1.922 4.478 4.424 -0.02 0.03 -0.04
H 2.576 2.822 4.420 0.01 -0.02 0.00
H -0.958 3.163 5.022 -0.02 0.00 0.00
H -0.538 1.497 4.578 0.02 -0.03 0.00
H -1.419 2.530 3.432 -0.02 0.02 -0.08
H 1.822 3.386 2.080 0.01 0.05 -0.04
O 1.963 0.143 -0.007 0.20 0.06 0.34
C 2.260 0.088 1.221 -0.42 -0.12 -0.11
O 1.376 0.089 2.128 0.25 0.08 -0.17
C 3.694 0.073 1.624 -0.02 -0.03 0.00
C 4.687 -0.183 0.689 -0.10 0.01 -0.03
C 5.997 -0.144 1.108 0.38 -0.04 -0.32
C 6.372 0.156 2.399 0.11 0.01 -0.03
C 5.353 0.418 3.286 0.15 0.03 0.49
C 4.023 0.370 2.938 -0.09 -0.02 0.02
N 5.717 0.788 4.679 0.05 0.28 -0.20
O 4.832 1.226 5.388 -0.10 -0.13 -0.04
O 6.878 0.681 4.995 -0.03 -0.12 0.03
N 7.072 -0.422 0.116 -0.04 -0.19 0.09
O 6.726 -0.779 -0.990 -0.08 0.08 -0.01
O 8.217 -0.297 0.486 -0.04 0.08 0.05
H 4.443 -0.404 -0.339 -0.02 0.00 -0.01
H 7.409 0.193 2.694 0.00 0.00 0.00
H 3.253 0.557 3.670 0.00 -0.01 -0.01
```
Positions in Å, forces in eV/Å.

Results
highest occupied orbital energy: -11.5 eV
total charge: +1
electronic energy: -2910.0970 a.u.

Mulliken population analysis, charges in e, atoms 1 to 8:
1. Cd 1.944
2. N -0.033
3. P -0.228
4. C 0.257
5. C -0.359
6. C -0.678
7. C -0.494
8. C -0.612

=====

Here is a molecular structure, C34H31MgN5O12P2 from the Open Molecules 2025 dataset. Energies are from ωB97M-V/def2-TZVPD.

```
85
Properties=species:S:1:pos:R:3:forces:R:3
Mg 0.392 0.063 -1.360 -0.17 -0.05 0.42
O -5.158 0.026 -6.009 0.04 0.01 0.04
N -5.313 -0.689 -4.975 -0.01 -0.08 0.01
O -6.389 -1.326 -4.790 0.02 0.05 -0.01
C -4.313 -0.793 -4.017 0.01 0.01 -0.01
C -4.582 -1.574 -2.894 0.03 0.04 0.00
C -3.656 -1.701 -1.843 -0.09 -0.05 0.02
C -3.906 -2.477 -0.687 0.03 -0.01 0.02
C -2.969 -2.541 0.310 0.04 0.06 -0.05
C -1.772 -1.822 0.170 -0.01 -0.05 0.09
N -1.513 -1.092 -0.901 0.13 0.12 -0.08
C -2.415 -1.034 -1.893 -0.08 -0.02 0.02
C -2.096 -0.251 -3.073 -0.03 0.01 -0.06
N -0.885 0.334 -3.086 0.16 0.01 0.14
C -0.509 1.047 -4.130 0.03 0.05 -0.08
C -1.332 1.207 -5.237 0.01 -0.01 0.06
C -2.581 0.627 -5.242 0.00 -0.02 0.06
C -3.017 -0.128 -4.136 -0.05 0.01 -0.06
H -5.536 -2.075 -2.840 0.01 0.00 0.00
H -4.844 -3.016 -0.609 -0.01 0.01 -0.01
H -3.133 -3.129 1.204 0.00 0.00 0.01
H -1.022 -1.820 0.949 0.02 -0.02 0.00
H 0.474 1.500 -4.076 0.00 0.00 -0.01
H -0.985 1.785 -6.083 -0.01 0.00 0.00
H -3.251 0.735 -6.076 -0.01 0.00 -0.03
O 3.285 1.644 -3.846 -0.01 0.07 -0.07
P 3.153 0.490 -2.715 -0.02 -0.02 0.10
O 4.502 0.072 -2.280 -0.01 0.05 0.02
O 2.111 0.994 -1.744 -0.11 -0.08 -0.11
O 2.429 -0.665 -3.601 0.10 -0.11 -0.18
P 1.751 -2.046 -3.055 -0.05 0.25 0.00
O 3.029 -3.010 -2.852 0.09 -0.07 0.12
O 0.826 -2.539 -4.088 0.05 -0.09 -0.04
O 1.269 -1.743 -1.654 -0.25 0.05 -0.04
H 4.195 1.637 -4.159 0.00 -0.02 0.01
H 3.625 -2.952 -3.604 -0.02 0.01 -0.03
C 0.011 -3.809 4.512 -0.02 -0.01 0.03
C 0.033 -4.410 3.263 0.01 -0.02 -0.02
C 0.763 -3.839 2.228 0.00 0.02 0.00
C 1.482 -2.663 2.427 -0.06 0.02 -0.04
C 1.446 -2.062 3.686 -0.01 0.00 0.02
C 0.722 -2.631 4.717 0.02 0.02 0.00
C 2.221 -2.066 1.296 0.04 0.02 -0.05
C 3.027 -1.050 1.383 0.07 -0.08 -0.01
C 3.905 -0.006 1.285 -0.07 0.05 0.01
C 5.306 -0.202 1.432 0.02 0.02 0.01
C 6.170 0.866 1.358 0.02 -0.01 0.00
C 5.690 2.157 1.135 0.00 0.04 0.00
C 4.320 2.365 0.975 -0.02 -0.03 0.00
C 3.435 1.315 1.045 0.01 0.04 -0.02
H -0.565 -4.246 5.319 0.00 0.00 0.00
H -0.526 -5.321 3.085 0.00 0.00 0.01
H 0.770 -4.296 1.245 -0.01 0.01 0.00
H 1.972 -1.126 3.834 0.00 0.00 -0.02
H 0.695 -2.144 5.685 -0.01 -0.01 0.00
H 2.030 -2.482 0.304 0.02 -0.02 0.03
H 5.679 -1.207 1.581 -0.01 -0.01 0.00
H 7.236 0.696 1.454 0.00 0.00 0.00
H 6.379 2.989 1.062 0.01 -0.01 0.00
H 3.941 3.358 0.765 0.02 0.01 0.00
H 2.379 1.469 0.868 0.01 -0.01 0.02
C 0.891 2.646 3.765 0.04 0.03 0.02
C -0.546 2.141 3.767 -0.02 0.02 -0.01
C -1.199 2.150 2.380 -0.04 0.01 0.00
C -2.632 1.570 2.496 0.05 0.02 0.09
C -3.407 1.466 1.188 -0.03 0.00 -0.05
C -1.314 3.579 1.887 -0.01 -0.02 -0.08
O -1.736 4.489 2.580 0.00 -0.02 0.02
N -0.947 3.779 0.592 -0.05 0.01 0.05
C -0.578 2.783 -0.343 -0.11 -0.10 -0.16
O -0.539 3.104 -1.517 0.06 0.05 0.11
N -0.285 1.543 0.119 0.22 -0.04 -0.19
C -0.433 1.229 1.424 0.05 -0.14 0.06
O -0.038 0.156 1.871 -0.04 0.01 -0.07
H 1.292 2.678 4.780 0.00 -0.01 -0.01
H 0.959 3.657 3.356 -0.02 0.00 0.00
H 1.536 1.996 3.173 0.00 -0.01 -0.01
H -1.163 2.758 4.423 0.00 0.00 0.00
H -0.576 1.113 4.131 0.01 0.00 0.00
H -3.171 2.198 3.211 -0.01 0.00 -0.02
H -2.523 0.578 2.942 0.00 -0.01 -0.02
H -3.536 2.440 0.712 0.01 0.01 0.01
H -4.402 1.057 1.372 0.00 0.00 0.00
H -2.908 0.808 0.475 0.00 0.01 0.02
H -1.130 4.687 0.189 0.01 0.02 0.01
```
Positions in Å, forces in eV/Å.

Results
highest occupied orbital energy (alpha / beta): -2.4 / -0.9 eV
total charge: -2
electronic energy: -3374.2433 a.u.

Mulliken population analysis, charges in e, atoms 1 to 8:
1. Mg 3.357
2. O -0.793
3. N 0.955
4. O -0.812
5. C -0.836
6. C -0.846
7. C 1.729
8. C -1.246

=====

ΔE to the lowest compared entry with this formula, charge and spin (kJ/mol)
25.4; 231.6; 32.9; 194.6